Formula: C48H137N11O15
Source: OMol25
Level of theory: the ωB97M-V functional and the def2-TZVPD basis

Each atom is followed by the atoms it is bonded to, with distances in Å.
Atoms and positions in Å:
1 N -1.167 0.907 3.056  H2 1.037, H3 1.030, H4 1.048, H5 1.025
2 H -0.606 1.318 3.824  N1 1.037
3 H -1.317 -0.091 3.260  N1 1.030
4 H -0.541 0.980 2.218  N1 1.048
5 H -2.036 1.409 2.845  N1 1.025
6 C 0.758 -1.670 1.563  C7 1.541, H17 1.094, H18 1.092, H19 1.095
7 C 0.376 -1.168 0.157  C6 1.541, C8 1.551, N12 1.469, C16 1.520
8 C -0.574 -2.262 -0.396  C7 1.551, C9 1.513, H20 1.090, H21 1.097
9 C -1.287 -1.841 -1.662  C8 1.513, C10 1.525, H22 1.095, H23 1.097
10 C -2.022 -0.522 -1.447  C9 1.525, C11 1.508, H24 1.093, H25 1.096
11 C -1.181 0.589 -0.869  C10 1.508, N12 1.466, C14 1.556, C15 1.553
12 N -0.336 0.115 0.231  C7 1.469, C11 1.466, O13 1.402
13 O 0.430 1.140 0.804  N12 1.402
14 C -2.131 1.677 -0.289  C11 1.556, H26 1.095, H27 1.086, H28 1.097
15 C -0.290 1.270 -1.944  C11 1.553, H29 1.096, H30 1.092, H31 1.089
16 C 1.621 -1.105 -0.712  C7 1.520, H32 1.098, H33 1.099, H34 1.081
17 H 1.444 -1.064 2.162  C6 1.094
18 H 1.165 -2.683 1.565  C6 1.092
19 H -0.144 -1.626 2.183  C6 1.095
20 H -1.302 -2.652 0.315  C8 1.090
21 H 0.057 -3.082 -0.760  C8 1.097
22 H -2.030 -2.549 -2.046  C9 1.095
23 H -0.575 -1.772 -2.495  C9 1.097
24 H -2.883 -0.757 -0.817  C10 1.093
25 H -2.308 -0.203 -2.456  C10 1.096
26 H -1.556 2.609 -0.298  C14 1.095
27 H -2.511 1.439 0.701  C14 1.086
28 H -2.926 1.979 -0.981  C14 1.097
29 H -1.009 1.844 -2.540  C15 1.096
30 H 0.206 0.552 -2.600  C15 1.092
31 H 0.476 1.906 -1.504  C15 1.089
32 H 2.108 -2.089 -0.684  C16 1.098
33 H 2.398 -0.599 -0.121  C16 1.099
34 H 1.555 -0.637 -1.684  C16 1.081
35 C -2.996 -3.347 2.386  C36 1.508, H39 1.091, H40 1.098, H41 1.085
36 C -3.209 -4.813 2.105  C35 1.508, C37 1.526, O38 1.445, H42 1.097
37 C -2.536 -5.377 0.857  C36 1.526, H43 1.091, H44 1.088, H45 1.095
38 O -2.642 -5.453 3.270  C36 1.445, H46 0.963
39 H -3.586 -3.053 3.255  C35 1.091
40 H -3.479 -2.777 1.582  C35 1.098
41 H -1.975 -2.988 2.466  C35 1.085
42 H -4.269 -5.085 2.034  C36 1.097
43 H -3.000 -5.004 -0.057  C37 1.091
44 H -2.469 -6.463 0.846  C37 1.088
45 H -1.519 -4.970 0.880  C37 1.095
46 H -2.754 -6.408 3.207  O38 0.963
47 O 3.250 3.154 -0.124  H48 0.963, H49 0.966
48 H 2.378 3.335 0.242  O47 0.963
49 H 3.420 2.231 0.105  O47 0.966
50 O 2.874 0.835 2.360  H51 0.981, H52 0.978
51 H 2.160 0.870 1.688  O50 0.981
52 H 3.689 0.639 1.857  O50 0.978
53 O -1.301 -1.479 4.505  H54 0.977, H55 0.962
54 H -0.556 -2.072 4.728  O53 0.977
55 H -2.004 -1.731 5.112  O53 0.962
56 O -3.904 1.552 3.069  H57 0.963, H58 0.993
57 H -4.313 1.859 3.885  O56 0.963
58 H -4.658 1.380 2.445  O56 0.993
59 C -8.923 -2.325 -2.559  C60 1.526, H65 1.092, H66 1.093, H67 1.087
60 C -8.062 -1.297 -3.287  C59 1.526, C61 1.520, N64 1.457, H68 1.093
61 C -7.093 -2.024 -4.206  C60 1.520, O62 1.418, H69 1.097, H70 1.094
62 O -6.183 -2.887 -3.545  C61 1.418, C63 1.422
63 C -4.845 -2.420 -3.423  O62 1.422, H71 1.087, H72 1.093, H73 1.093
64 N -8.967 -0.438 -4.039  C60 1.457, H74 1.019, H75 1.019
65 H -9.504 -2.884 -3.296  C59 1.092
66 H -9.642 -1.743 -1.977  C59 1.093
67 H -8.376 -2.959 -1.866  C59 1.087
68 H -7.624 -0.667 -2.508  C60 1.093
69 H -6.481 -1.341 -4.807  C61 1.097
70 H -7.719 -2.637 -4.861  C61 1.094
71 H -4.331 -3.302 -3.051  C63 1.087
72 H -4.823 -1.593 -2.709  C63 1.093
73 H -4.411 -2.100 -4.374  C63 1.093
74 H -9.329 -0.811 -4.915  N64 1.019
75 H -8.485 0.379 -4.413  N64 1.019
76 C -0.436 8.524 3.338  C77 1.521, H82 1.096, H83 1.092, H84 1.088
77 C -0.121 7.036 3.343  C76 1.521, C78 1.550, N81 1.471, H85 1.091
78 C 1.124 6.737 2.469  C77 1.550, O79 1.415, H86 1.088, H87 1.099
79 O 1.393 5.356 2.328  C78 1.415, C80 1.424
80 C 0.415 4.674 1.549  O79 1.424, H88 1.093, H89 1.091, H90 1.089
81 N 0.178 6.623 4.723  C77 1.471, H91 1.012, H92 1.014
82 H -0.589 8.907 2.323  C76 1.096
83 H 0.403 9.141 3.670  C76 1.092
84 H -1.369 8.696 3.870  C76 1.088
85 H -0.986 6.466 2.999  C77 1.091
86 H 2.012 7.192 2.901  C78 1.088
87 H 0.895 7.181 1.489  C78 1.099
88 H 0.122 5.263 0.676  C80 1.093
89 H -0.388 4.342 2.208  C80 1.091
90 H 0.886 3.782 1.137  C80 1.089
91 H 0.440 5.645 4.735  N81 1.012
92 H 0.967 7.184 5.025  N81 1.014
93 C 1.671 0.490 5.350  C94 1.511, H99 1.086, H100 1.096, H101 1.091
94 C 0.999 1.794 5.709  C93 1.511, C95 1.534, N98 1.472, H102 1.099
95 C 1.764 2.634 6.740  C94 1.534, O96 1.395, H103 1.097, H104 1.098
96 O 0.983 3.689 7.213  C95 1.395, C97 1.417
97 C 1.364 4.199 8.479  O96 1.417, H105 1.091, H106 1.088, H107 1.097
98 N 0.633 2.572 4.515  C94 1.472, H108 1.021, H109 1.020
99 H 1.060 -0.132 4.702  C93 1.086
100 H 1.771 -0.069 6.288  C93 1.096
101 H 2.668 0.626 4.929  C93 1.091
102 H 0.039 1.504 6.159  C94 1.099
103 H 2.696 2.965 6.268  C95 1.097
104 H 1.962 1.929 7.558  C95 1.098
105 H 1.699 3.403 9.145  C97 1.091
106 H 0.663 4.839 9.010  C97 1.088
107 H 2.203 4.872 8.263  C97 1.097
108 H 0.392 3.485 4.905  N98 1.021
109 H 1.405 2.787 3.885  N98 1.020
110 C 2.852 3.068 -5.381  C111 1.537, H116 1.090, H117 1.097, H118 1.096
111 C 1.357 3.406 -5.280  C110 1.537, C112 1.528, N115 1.467, H119 1.095
112 C 0.399 2.263 -5.607  C111 1.528, O113 1.399, H120 1.100, H121 1.102
113 O 0.838 1.564 -6.737  C112 1.399, C114 1.421
114 C -0.131 0.684 -7.289  O113 1.421, H122 1.091, H123 1.092, H124 1.095
115 N 0.967 3.994 -3.994  C111 1.467, H125 1.016, H126 1.017
116 H 3.291 2.694 -6.306  C110 1.090
117 H 3.165 2.388 -4.580  C110 1.097
118 H 3.422 3.980 -5.172  C110 1.096
119 H 1.288 4.174 -6.058  C111 1.095
120 H -0.623 2.664 -5.672  C112 1.100
121 H 0.280 1.605 -4.731  C112 1.102
122 H -0.246 -0.208 -6.672  C114 1.091
123 H 0.274 0.473 -8.280  C114 1.092
124 H -1.055 1.241 -7.478  C114 1.095
125 H 1.797 4.402 -3.572  N115 1.016
126 H 0.718 3.235 -3.365  N115 1.017
127 C 3.055 -0.696 -4.008  C128 1.530, H133 1.087, H134 1.095, H135 1.092
128 C 3.771 -1.412 -5.155  C127 1.530, C129 1.512, N132 1.452, H136 1.095
129 C 2.973 -1.337 -6.437  C128 1.512, O130 1.422, H137 1.099, H138 1.097
130 O 3.615 -2.030 -7.500  C129 1.422, C131 1.414
131 C 2.861 -1.961 -8.694  O130 1.414, H139 1.089, H140 1.098, H141 1.090
132 N 5.076 -0.787 -5.284  C128 1.452, H142 1.018, H143 1.019
133 H 3.533 -0.881 -3.049  C127 1.087
134 H 2.008 -0.999 -3.904  C127 1.095
135 H 3.007 0.378 -4.198  C127 1.092
136 H 3.907 -2.457 -4.859  C128 1.095
137 H 2.904 -0.284 -6.746  C129 1.099
138 H 1.935 -1.664 -6.299  C129 1.097
139 H 3.371 -2.512 -9.483  C131 1.089
140 H 2.904 -0.933 -9.077  C131 1.098
141 H 1.837 -2.287 -8.515  C131 1.090
142 H 5.547 -1.122 -6.122  N132 1.018
143 H 4.953 0.203 -5.488  N132 1.019
144 C 1.209 -5.278 5.208  C145 1.529, H150 1.094, H151 1.087, H152 1.094
145 C 1.639 -3.912 5.742  C144 1.529, C146 1.529, N149 1.462, H153 1.096
146 C 2.353 -3.150 4.625  C145 1.529, O147 1.429, H154 1.093, H155 1.099
147 O 3.485 -3.822 4.068  C146 1.429, C148 1.394
148 C 4.131 -2.965 3.179  O147 1.394, H156 1.096, H157 1.099, H158 1.096
149 N 0.498 -3.133 6.221  C145 1.462, H159 1.014, H160 1.014
150 H 0.658 -5.865 5.949  C144 1.094
151 H 2.088 -5.849 4.918  C144 1.087
152 H 0.500 -5.175 4.381  C144 1.094
153 H 2.378 -4.128 6.522  C145 1.096
154 H 2.692 -2.152 4.917  C146 1.093
155 H 1.604 -3.061 3.827  C146 1.099
156 H 5.103 -3.373 2.877  C148 1.096
157 H 4.464 -1.977 3.527  C148 1.099
158 H 3.577 -2.823 2.244  C148 1.096
159 H 0.795 -2.509 6.962  N149 1.014
160 H -0.166 -3.775 6.641  N149 1.014
161 C 7.009 3.708 2.387  C162 1.543, H167 1.091, H168 1.093, H169 1.086
162 C 5.873 2.721 2.043  C161 1.543, C163 1.525, N166 1.481, H170 1.096
163 C 6.262 1.720 0.960  C162 1.525, O164 1.423, H171 1.098, H172 1.092
164 O 5.266 0.704 0.932  C163 1.423, C165 1.417
165 C 5.530 -0.329 -0.002  O164 1.417, H173 1.090, H174 1.098, H175 1.091
166 N 5.366 2.154 3.314  C162 1.481, H176 1.010, H177 1.008
167 H 7.356 4.197 1.475  C161 1.091
168 H 7.855 3.112 2.737  C161 1.093
169 H 6.684 4.437 3.123  C161 1.086
170 H 4.981 3.297 1.773  C162 1.096
171 H 7.196 1.240 1.279  C163 1.098
172 H 6.395 2.182 -0.021  C163 1.092
173 H 4.972 -1.236 0.227  C165 1.090
174 H 6.557 -0.709 0.085  C165 1.098
175 H 5.376 0.092 -0.997  C165 1.091
176 H 4.387 1.917 3.244  N166 1.010
177 H 5.542 2.820 4.049  N166 1.008
178 C -5.134 3.880 1.173  C179 1.512, H184 1.085, H185 1.094, H186 1.092
179 C -6.480 3.194 1.140  C178 1.512, C180 1.545, N183 1.486, H187 1.096
180 C -6.499 1.799 0.474  C179 1.545, O181 1.429, H188 1.094, H189 1.093
181 O -5.790 0.850 1.275  C180 1.429, C182 1.411
182 C -5.777 -0.412 0.646  O181 1.411, H190 1.095, H191 1.090, H192 1.094
183 N -7.172 3.280 2.452  C179 1.486, H193 1.016, H194 1.018
184 H -4.985 4.512 2.043  C178 1.085
185 H -5.042 4.455 0.247  C178 1.094
186 H -4.306 3.181 1.034  C178 1.092
187 H -7.126 3.809 0.502  C179 1.096
188 H -6.063 1.941 -0.519  C180 1.094
189 H -7.532 1.464 0.352  C180 1.093
190 H -6.812 -0.738 0.495  C182 1.095
191 H -5.315 -1.169 1.280  C182 1.090
192 H -5.203 -0.418 -0.285  C182 1.094
193 H -7.897 2.569 2.487  N183 1.016
194 H -6.468 2.992 3.130  N183 1.018
195 C 2.132 -4.985 -5.930  C196 1.527, H201 1.095, H202 1.089, H203 1.095
196 C 2.793 -5.297 -4.590  C195 1.527, C197 1.534, N200 1.471, H204 1.095
197 C 2.156 -6.532 -3.940  C196 1.534, O198 1.410, H205 1.096, H206 1.093
198 O 0.754 -6.449 -3.823  C197 1.410, C199 1.401
199 C 0.301 -5.578 -2.823  O198 1.401, H207 1.091, H208 1.099, H209 1.095
200 N 4.247 -5.439 -4.766  C196 1.471, H210 1.016, H211 1.018
201 H 2.716 -4.175 -6.379  C195 1.095
202 H 1.080 -4.714 -5.856  C195 1.089
203 H 2.299 -5.813 -6.627  C195 1.095
204 H 2.617 -4.393 -3.996  C196 1.095
205 H 2.731 -6.779 -3.040  C197 1.096
206 H 2.292 -7.399 -4.592  C197 1.093
207 H -0.775 -5.416 -2.901  C199 1.091
208 H 0.719 -4.573 -2.971  C199 1.099
209 H 0.513 -5.870 -1.790  C199 1.095
210 H 4.499 -4.829 -5.539  N200 1.016
211 H 4.484 -6.359 -5.132  N200 1.018

Computed properties:
Max |F|: 2.32 eV Å⁻¹
Net charge: 0
Gap between HOMO and LUMO: 6.11 eV
Highest occupied orbital energy: -0.2155 Eh
ΔE to the lowest compared entry with this formula, charge and spin: 0.0000 eV